# 1
{
  "formula": "C2H10AlB3BeCaClF7MgNO8",
  "method": "ωB97M-V/def2-TZVPD",
  "total_charge": 1,
  "homo_energy_ev": -9.36,
  "fmax_ev_per_a": 7.50,
  "lumo_ev": -7.03,
  "homo_lumo_gap_ev": 2.3,
  "energy_ev": -84549.485,
  "symbols": ["O", "B", "O", "B", "O", "B", "F", "O", "H", "H", "Mg", "C", "O", "H", "H", "H", "F", "Al", "F", "F", "F", "Be", "C", "N", "O", "O", "H", "H", "H", "O", "H", "H", "F", "F", "Cl", "Ca"],
  "coordinates": [[-4.50, -1.54, 2.15], [-3.31, -1.96, 1.39], [-2.47, -3.16, 1.71], [-1.12, -2.55, 1.99], [-0.98, -1.06, 2.06], [-1.60, -0.46, 0.83], [-1.04, 0.80, 0.25], [-2.80, -1.14, 0.23], [-4.78, -2.34, 2.69], [-0.15, -3.19, 2.20], [-0.10, -0.33, -1.54], [4.21, -0.81, -2.17], [3.07, -1.25, -1.64], [4.70, 0.04, -1.67], [5.05, -1.52, -2.22], [4.17, -0.45, -3.21], [5.47, 1.09, -3.65], [5.56, 2.64, -4.55], [5.06, 2.37, -6.26], [7.24, 3.27, -4.50], [4.45, 3.84, -3.79], [5.76, 0.48, -7.43], [-5.50, 1.36, 3.69], [-6.56, 1.12, 4.70], [-7.59, 0.56, 4.31], [-6.34, 1.50, 5.85], [-5.83, 0.98, 2.73], [-5.33, 2.44, 3.64], [-4.60, 0.84, 4.03], [5.62, 1.57, -0.23], [6.00, 2.21, 0.39], [5.07, 1.01, 0.33], [5.24, 2.71, -1.74], [-5.03, -2.37, -0.80], [-2.24, -2.66, -1.65], [-4.79, -4.06, 1.88]]
}


# 2
{
  "formula": "C2H10N2",
  "method": "ωB97M-V/def2-TZVPD",
  "total_charge": -1,
  "homo_energy_ev": [1.51, -4.86],
  "fmax_ev_per_a": 2.41,
  "lumo_ev": [4.33, 4.29],
  "e_above_lowest_kj_mol": 53.29,
  "homo_lumo_gap_ev": [2.8, 9.1],
  "energy_ev": -5214.327,
  "multiplicity": 2,
  "symbols": ["C", "H", "H", "H", "H", "N", "C", "N", "H", "H", "H", "H", "H", "H"],
  "coordinates": [[-1.73, 0.04, -2.37], [-1.91, 1.13, -2.43], [-1.85, -0.38, -3.37], [-0.73, 0.08, -1.94], [-2.38, -0.57, -1.72], [-0.02, 0.92, 1.33], [1.12, 0.10, 1.06], [0.82, -1.13, 0.32], [-0.43, 1.20, 0.44], [0.25, 1.77, 1.83], [1.57, -0.15, 2.04], [1.90, 0.64, 0.51], [0.02, -1.50, 0.82], [1.58, -1.73, 0.07]]
}


# 3
{
  "formula": "C2H10N2",
  "method": "ωB97M-V/def2-TZVPD",
  "total_charge": 0,
  "homo_energy_ev": -8.56,
  "fmax_ev_per_a": 1.22,
  "lumo_ev": 1.19,
  "e_above_lowest_kj_mol": 73.31,
  "homo_lumo_gap_ev": 9.7,
  "smiles": "CN.CN",
  "energy_ev": -5215.592,
  "symbols": ["C", "N", "H", "H", "H", "H", "H", "C", "N", "H", "H", "H", "H", "H"],
  "coordinates": [[-1.60, -0.37, -1.46], [-1.78, -0.86, -0.09], [-1.96, 0.65, -1.47], [-0.55, -0.39, -1.74], [-2.18, -0.94, -2.19], [-1.28, -1.71, 0.13], [-2.76, -1.02, 0.08], [1.93, 0.89, 0.47], [1.23, 0.32, 1.61], [3.02, 0.75, 0.49], [1.52, 0.47, -0.44], [1.78, 1.97, 0.49], [1.36, 0.91, 2.41], [1.27, -0.67, 1.71]]
}


# 4
{
  "formula": "C2H10N2O",
  "method": "ωB97M-V/def2-TZVPD",
  "total_charge": 0,
  "homo_energy_ev": -9.32,
  "fmax_ev_per_a": 0.90,
  "lumo_ev": 0.96,
  "e_above_lowest_kj_mol": 39.82,
  "homo_lumo_gap_ev": 10.3,
  "smiles": "NCCN.O",
  "energy_ev": -7263.510,
  "symbols": ["N", "C", "C", "N", "H", "H", "H", "H", "H", "H", "H", "H", "O", "H", "H"],
  "coordinates": [[-0.62, 0.91, 0.72], [-0.57, -0.53, 0.98], [-0.17, -1.30, -0.27], [0.64, -2.46, 0.09], [-1.26, 1.42, 1.31], [-0.87, 1.10, -0.24], [-1.50, -0.90, 1.42], [0.18, -0.71, 1.76], [-1.08, -1.71, -0.71], [0.33, -0.65, -0.99], [1.24, -2.80, -0.64], [1.20, -2.31, 0.92], [0.59, 2.91, -1.29], [0.81, 2.19, -1.89], [0.78, 2.55, -0.41]]
}


# 5
{
  "formula": "C2H10N2O",
  "method": "ωB97M-V/def2-TZVPD",
  "total_charge": 0,
  "homo_energy_ev": -9.33,
  "fmax_ev_per_a": 2.12,
  "lumo_ev": 0.59,
  "e_above_lowest_kj_mol": 125.66,
  "homo_lumo_gap_ev": 9.9,
  "smiles": "NCN.CO",
  "energy_ev": -7262.621,
  "symbols": ["N", "C", "N", "H", "H", "H", "H", "H", "H", "C", "O", "H", "H", "H", "H"],
  "coordinates": [[-2.14, 1.47, 1.05], [-2.03, 0.06, 0.65], [-2.77, -0.35, -0.54], [-2.32, 2.13, 0.32], [-2.88, 1.56, 1.73], [-0.97, -0.25, 0.62], [-2.48, -0.32, 1.58], [-2.31, -1.23, -0.78], [-2.48, 0.25, -1.33], [3.53, -0.30, -0.28], [3.41, -1.01, -1.50], [3.43, -0.93, 0.62], [4.57, 0.01, -0.23], [2.79, 0.50, -0.26], [2.64, -1.56, -1.63]]
}


# 6
{
  "formula": "C2H10N2O2",
  "method": "ωB97M-V/def2-TZVPD",
  "total_charge": 0,
  "homo_energy_ev": -9.33,
  "fmax_ev_per_a": 5.77,
  "lumo_ev": 0.85,
  "e_above_lowest_kj_mol": 294.35,
  "homo_lumo_gap_ev": 10.2,
  "smiles": "NCO.NCO",
  "energy_ev": -9308.519,
  "symbols": ["N", "C", "O", "H", "H", "H", "H", "H", "N", "C", "O", "H", "H", "H", "H", "H"],
  "coordinates": [[1.97, 0.15, -0.12], [2.44, -1.08, -0.69], [1.73, -2.20, 0.03], [1.03, 0.15, 0.05], [2.44, 0.49, 0.87], [1.79, -1.41, -1.70], [3.44, -1.38, -0.51], [1.77, -1.94, 1.01], [-1.29, 0.35, 0.83], [-2.33, 1.34, 0.59], [-2.41, 1.44, -0.79], [-1.59, -0.48, 0.40], [-0.29, 0.65, 0.90], [-3.37, 1.08, 0.96], [-1.92, 2.41, 1.00], [-3.27, 1.43, -1.21]]
}


# 7
{
  "formula": "C2H10N2O2",
  "method": "ωB97M-V/def2-TZVPD",
  "total_charge": 1,
  "homo_energy_ev": [-14.87, -14.81],
  "fmax_ev_per_a": 2.03,
  "lumo_ev": [-4.54, -8.79],
  "e_above_lowest_kj_mol": 60.22,
  "homo_lumo_gap_ev": [10.3, 6.0],
  "energy_ev": -9302.118,
  "multiplicity": 2,
  "symbols": ["C", "N", "C", "N", "H", "H", "H", "H", "H", "H", "H", "H", "O", "H", "H", "O"],
  "coordinates": [[1.76, -0.18, 2.42], [1.01, -0.09, 1.18], [1.10, 0.96, 0.38], [0.55, 0.96, -0.81], [1.14, 0.01, 3.29], [2.25, -1.13, 2.55], [2.52, 0.55, 2.44], [0.88, -0.94, 0.61], [1.60, 1.85, 0.75], [0.94, 1.74, -1.36], [-1.30, 0.52, -1.98], [-2.01, -0.34, -3.04], [-2.16, 0.35, -2.39], [-1.78, -0.88, -1.06], [-1.86, -1.12, 0.44], [-1.52, -1.51, -0.37]]
}


# 8
{
  "formula": "C2H10N2O2",
  "method": "ωB97M-V/def2-TZVPD",
  "total_charge": 1,
  "homo_energy_ev": [-13.43, -13.43],
  "fmax_ev_per_a": 3.49,
  "lumo_ev": [-5.16, -9.58],
  "e_above_lowest_kj_mol": 185.61,
  "homo_lumo_gap_ev": [8.3, 3.8],
  "energy_ev": -9300.819,
  "multiplicity": 2,
  "symbols": ["C", "N", "C", "N", "H", "H", "H", "H", "H", "H", "H", "H", "O", "H", "H", "O"],
  "coordinates": [[-2.21, -0.44, 0.68], [-1.40, -0.51, -1.99], [-0.57, -0.03, -0.98], [-0.88, -0.03, 0.29], [-2.82, 0.47, 0.72], [-2.64, -0.97, -0.15], [-2.12, -1.01, 1.68], [-0.88, -0.71, -2.82], [-1.94, -1.30, -1.75], [0.57, 0.13, -1.42], [1.33, 1.19, 2.35], [0.90, 0.42, 1.13], [1.63, 0.52, 1.75], [3.98, 0.07, -0.11], [3.11, 1.18, 0.56], [3.96, 1.02, 0.06]]
}


# 9
{
  "formula": "C2H10N2O3",
  "method": "ωB97M-V/def2-TZVPD",
  "total_charge": 0,
  "homo_energy_ev": -9.24,
  "fmax_ev_per_a": 2.56,
  "lumo_ev": 0.28,
  "e_above_lowest_kj_mol": 96.71,
  "homo_lumo_gap_ev": 9.5,
  "smiles": "CNC(N)=O.O.O",
  "energy_ev": -11359.031,
  "symbols": ["C", "N", "C", "N", "O", "H", "H", "H", "H", "H", "H", "O", "H", "H", "O", "H", "H"],
  "coordinates": [[1.08, -1.55, 0.54], [0.11, -0.62, 0.02], [-1.22, -0.63, 0.23], [-1.92, 0.42, -0.37], [-1.71, -1.59, 0.81], [2.05, -1.25, 0.18], [0.88, -2.57, 0.27], [1.19, -1.49, 1.63], [0.53, 0.03, -0.63], [-2.12, 1.18, 0.27], [-2.79, 0.10, -0.82], [1.16, 1.99, 1.38], [1.72, 1.29, 1.04], [1.20, 2.72, 0.74], [1.50, 1.17, -2.19], [0.92, 0.85, -2.87], [2.41, 1.42, -2.29]]
}


# 10
{
  "formula": "C2H10N2O3",
  "method": "ωB97M-V/def2-TZVPD",
  "total_charge": 0,
  "homo_energy_ev": -9.56,
  "fmax_ev_per_a": 0.69,
  "lumo_ev": 0.56,
  "e_above_lowest_kj_mol": 108.34,
  "homo_lumo_gap_ev": 10.1,
  "smiles": "NCNC=O.O.O",
  "energy_ev": -11358.911,
  "symbols": ["N", "C", "N", "C", "O", "H", "H", "H", "H", "H", "H", "O", "H", "H", "O", "H", "H"],
  "coordinates": [[-0.25, -1.32, 0.43], [0.09, -0.16, 1.19], [0.65, -0.44, 2.52], [2.00, -0.53, 2.68], [2.81, -0.21, 1.84], [0.51, -1.87, 0.08], [-1.13, -1.77, 0.58], [0.87, 0.38, 0.65], [-0.75, 0.53, 1.27], [0.06, -1.08, 3.05], [2.31, -0.89, 3.67], [-2.86, 1.57, -3.76], [-2.82, 0.97, -3.00], [-2.01, 1.38, -4.17], [-0.17, 1.10, -2.51], [0.28, 1.93, -2.35], [0.41, 0.41, -2.15]]
}


# 11
{
  "formula": "C2H10N2O3",
  "method": "ωB97M-V/def2-TZVPD",
  "total_charge": 0,
  "homo_energy_ev": -9.36,
  "fmax_ev_per_a": 4.93,
  "lumo_ev": 0.24,
  "e_above_lowest_kj_mol": 146.29,
  "homo_lumo_gap_ev": 9.6,
  "smiles": "NCC(N)=O.O.O",
  "energy_ev": -11358.517,
  "symbols": ["N", "C", "C", "N", "O", "H", "H", "H", "H", "H", "H", "O", "H", "H", "O", "H", "H"],
  "coordinates": [[1.88, -1.56, 0.33], [1.37, -0.17, 0.54], [0.03, 0.07, -0.13], [-0.75, 1.08, 0.40], [-0.40, -0.80, -0.81], [1.35, -2.01, -0.35], [2.84, -1.46, -0.12], [1.09, -0.13, 1.65], [2.17, 0.55, 0.31], [-0.37, 1.73, 1.03], [-1.58, 1.30, -0.07], [-0.61, 3.66, 2.13], [-1.23, 4.37, 1.86], [-1.21, 3.53, 3.00], [-1.74, -3.70, -3.19], [-1.80, -2.79, -2.80], [-1.02, -3.67, -3.80]]
}


# 12
{
  "formula": "C2H10N2P",
  "method": "ωB97M-V/def2-TZVPD",
  "total_charge": 1,
  "homo_energy_ev": -14.84,
  "fmax_ev_per_a": 4.84,
  "lumo_ev": -3.57,
  "e_above_lowest_kj_mol": 171.74,
  "homo_lumo_gap_ev": 11.3,
  "smiles": "CP(C)(=N)[NH3+]",
  "energy_ev": -14497.595,
  "symbols": ["C", "P", "C", "N", "N", "H", "H", "H", "H", "H", "H", "H", "H", "H", "H"],
  "coordinates": [[-0.98, 1.39, -0.11], [0.14, 0.02, -0.52], [1.72, 0.34, 0.41], [0.28, -0.75, -1.81], [-0.67, -1.50, 0.68], [-2.01, 1.01, -0.35], [-0.95, 2.41, -0.66], [-0.79, 1.57, 0.98], [1.72, 1.42, 0.49], [2.64, -0.18, 0.04], [1.64, -0.03, 1.45], [-0.26, -0.48, -2.63], [-0.26, -2.04, -0.03], [-0.61, -1.93, 1.50], [-1.62, -1.24, 0.57]]
}


# 13
{
  "formula": "C2H10N2P",
  "method": "ωB97M-V/def2-TZVPD",
  "total_charge": 1,
  "homo_energy_ev": [-12.15, -11.93],
  "fmax_ev_per_a": 2.92,
  "lumo_ev": [-4.58, -4.73],
  "e_above_lowest_kj_mol": 571.26,
  "homo_lumo_gap_ev": [7.6, 7.2],
  "energy_ev": -14493.454,
  "symbols": ["C", "C", "N", "N", "P", "H", "H", "H", "H", "H", "H", "H", "H", "H", "H"],
  "coordinates": [[2.04, -0.16, 0.30], [-0.67, 0.56, -0.04], [-1.70, 1.50, -0.16], [-0.96, -0.53, 0.86], [0.96, 1.15, 0.46], [0.35, -1.78, -1.86], [1.93, -0.86, 1.11], [3.01, 0.01, -0.17], [-0.09, -1.62, -1.31], [-2.61, 1.56, 0.28], [-1.53, 2.19, -0.86], [-1.88, -0.98, 0.60], [-0.22, -1.28, 0.99], [-1.04, -0.17, 1.82], [1.05, 2.27, -0.32]]
}


# 14
{
  "formula": "C2H10N2S",
  "method": "ωB97M-V/def2-TZVPD",
  "total_charge": 0,
  "homo_energy_ev": -9.29,
  "fmax_ev_per_a": 2.02,
  "lumo_ev": 0.98,
  "e_above_lowest_kj_mol": 41.82,
  "homo_lumo_gap_ev": 10.3,
  "smiles": "NCCN.S",
  "energy_ev": -16051.204,
  "symbols": ["N", "C", "C", "N", "H", "H", "H", "H", "H", "H", "H", "H", "S", "H", "H"],
  "coordinates": [[1.15, -2.14, 0.25], [0.30, -0.96, 0.36], [1.02, 0.25, -0.20], [0.22, 1.46, -0.17], [0.66, -3.03, 0.44], [1.87, -2.04, 0.96], [0.05, -0.72, 1.42], [-0.65, -1.04, -0.22], [2.03, 0.31, 0.29], [1.29, 0.10, -1.26], [0.14, 1.74, 0.80], [0.77, 2.23, -0.56], [-3.11, 0.67, -0.50], [-1.98, 1.37, -0.70], [-3.76, 1.80, -0.91]]
}


# 15
{
  "formula": "C2H10N2S2",
  "method": "ωB97M-V/def2-TZVPD",
  "total_charge": 0,
  "homo_energy_ev": -8.82,
  "fmax_ev_per_a": 2.72,
  "lumo_ev": 0.63,
  "e_above_lowest_kj_mol": 128.05,
  "homo_lumo_gap_ev": 9.4,
  "smiles": "CSS.NCN",
  "energy_ev": -26885.561,
  "symbols": ["C", "S", "S", "H", "H", "H", "H", "N", "C", "N", "H", "H", "H", "H", "H", "H"],
  "coordinates": [[-0.94, 1.20, -1.34], [-0.30, 2.31, -0.09], [1.29, 1.72, 1.08], [-2.04, 1.41, -1.38], [-0.99, 0.08, -1.10], [-0.40, 1.26, -2.27], [0.85, 0.96, 2.06], [-1.45, -3.19, -0.25], [-0.24, -2.65, 0.31], [0.92, -2.77, -0.65], [-1.74, -4.09, 0.13], [-2.17, -2.48, -0.52], [-0.53, -1.57, 0.55], [-0.09, -3.22, 1.25], [1.33, -3.63, -0.45], [0.81, -2.74, -1.67]]
}